This record from the OMol25 dataset describes 2 unconnected molecules or ions with the total composition C3H10NO2 at a distorted geometry. The level of theory is ωB97M-V with the def2-TZVPD basis set.

```
16
Properties=species:S:1:pos:R:3
C -0.8440 0.1114 0.8722
N 0.5122 -0.4428 0.6918
C 1.4817 0.6799 0.4027
O 1.5713 1.1689 -0.8644
C -1.9204 -0.9562 0.8990
H -0.8003 0.5400 2.0143
H -1.0901 0.8083 0.1834
H 0.5110 -0.9766 -0.1439
H 2.4809 0.2360 0.5407
H 1.2032 1.5932 0.9557
H -1.5242 -1.7138 1.5283
H -1.9586 -1.2663 -0.2204
H -2.8184 -0.3856 1.2607
H 1.5637 -0.1854 -3.2166
H 0.8972 0.5628 -1.9856
O 0.7348 0.2261 -2.9180
```

Properties
Net charge   -1
Largest force on an atom   5.88 eV Å⁻¹
Gap between HOMO and LUMO   7.172 eV
LUMO   4.17 eV
Total energy   -8857.365 eV

Löwdin atomic charge list, values in e, 4 entries: -0.361, -0.069, -0.467, -0.327